# 1
{"formula": "ClFHOPS", "method": "ωB97M-V/def2-TZVPD", "symbols": ["O", "F", "P", "S", "Cl", "H"], "coordinates": [[-0.538826, 0.177924, 0.743530], [-0.797010, -0.305133, -2.165094], [-1.876763, 0.042784, -0.112003], [-3.126717, 1.522970, 0.116827], [-2.221386, -1.783179, 0.161906], [-0.050998, 0.822163, 0.212241]], "atomic_forces_ev_per_a": [[0.08, 0.66, 0.41], [-0.40, 0.37, 0.78], [2.77, 0.52, -3.53], [-1.71, 1.36, 0.94], [-1.46, -3.03, 1.13], [0.72, 0.12, 0.27]], "spin_multiplicity": 3, "gap_ha": [0.3076, 0.2177], "de_lowest_kj_mol": 194.8, "lumo_energy_ev": [0.3, -4.6], "e_tot_ev": -37424.730, "charge": 0, "homo_energy_ev": [-8.04, -10.51]}

# 2
{"formula": "C21H51BClI3N6O2P2", "method": "ωB97M-V/def2-TZVPD", "symbols": ["C", "C", "C", "Cl", "B", "C", "C", "C", "I", "C", "I", "C", "C", "I", "H", "H", "H", "H", "H", "H", "H", "H", "H", "H", "H", "H", "H", "H", "H", "C", "N", "C", "P", "O", "N", "C", "C", "N", "C", "C", "H", "H", "H", "H", "H", "H", "H", "H", "H", "H", "H", "H", "H", "H", "H", "H", "H", "H", "C", "N", "C", "P", "O", "N", "C", "C", "N", "C", "C", "H", "H", "H", "H", "H", "H", "H", "H", "H", "H", "H", "H", "H", "H", "H", "H", "H", "H"], "coordinates": [[6.593223, 3.331999, -0.865224], [5.573245, 2.048980, -0.843447], [4.734258, 1.801371, -2.229785], [5.825626, 1.856664, -3.772687], [3.410218, 2.757198, -2.422194], [3.534236, 4.429883, -2.415542], [2.670428, 4.967861, -1.092959], [2.742836, 6.613113, -0.923270], [0.992913, 7.407736, -2.050755], [1.846542, 2.188309, -2.624024], [1.140166, 2.105570, -4.738179], [0.985974, 1.778366, -1.457546], [-0.568029, 1.263719, -1.634707], [1.729417, 1.831135, 0.646735], [7.145655, 3.514382, -1.881200], [6.069737, 4.336694, -0.499876], [7.451363, 3.117342, -0.064255], [4.773752, 2.270971, 0.008239], [6.139343, 1.062927, -0.481649], [4.349248, 0.673469, -2.187432], [2.936335, 4.847125, -3.360415], [4.651251, 4.778498, -2.410538], [3.070666, 4.490711, -0.096547], [1.535076, 4.666142, -1.274314], [2.706922, 6.974852, 0.190263], [3.716050, 6.962465, -1.502885], [-0.842322, 0.899740, -2.715427], [-0.908038, 0.455724, -0.857278], [-1.249256, 2.223889, -1.436269], [2.089975, -3.506625, 4.831763], [2.515656, -2.645424, 3.750123], [2.285571, -1.239565, 4.096535], [3.852665, -2.902849, 2.743911], [4.885236, -2.639602, 3.867179], [4.327149, -4.515364, 2.488810], [3.668356, -5.703365, 2.998456], [5.777507, -4.744870, 2.549001], [2.665572, -3.205490, 1.452548], [2.719798, -2.132855, 0.453993], [1.276629, -3.628505, 1.605848], [1.067135, -3.254621, 5.137065], [2.743702, -3.428311, 5.704435], [2.032331, -4.545227, 4.525663], [1.759794, -0.739436, 3.274616], [3.224052, -0.702515, 4.272708], [1.669081, -1.112071, 4.993679], [3.722922, -5.762467, 4.090083], [4.135293, -6.618201, 2.605671], [2.633722, -5.773172, 2.679184], [6.124681, -4.863828, 3.580992], [6.327670, -3.916055, 2.091205], [6.063763, -5.648817, 1.989080], [2.232852, -1.222708, 0.822714], [2.244985, -2.435254, -0.485557], [3.760788, -1.884796, 0.218401], [0.624426, -2.806407, 1.927954], [1.148914, -4.451798, 2.308210], [0.891360, -3.998218, 0.647313], [-6.649679, 1.242403, 0.674113], [-6.328787, 1.397999, -0.727897], [-6.138106, 2.814691, -1.053480], [-5.385734, 0.339682, -1.653608], [-4.069842, 0.699097, -0.921159], [-5.370329, -1.293563, -1.181708], [-6.129847, -1.889755, -0.098758], [-4.043485, -1.925184, -1.201064], [-6.898547, -0.073519, -2.495667], [-6.857816, 0.414800, -3.877869], [-8.261486, 0.068967, -1.991977], [-7.476622, 1.907960, 0.950005], [-5.795598, 1.460934, 1.320517], [-7.017307, 0.247390, 0.898865], [-6.727738, 3.070641, -1.941706], [-5.089127, 3.048174, -1.266394], [-6.460912, 3.488445, -0.251586], [-5.814663, -1.508371, 0.877626], [-5.998197, -2.981185, -0.072608], [-7.199555, -1.752408, -0.217648], [-3.481921, -1.712345, -0.285077], [-3.454436, -1.580058, -2.057276], [-4.121695, -3.018743, -1.303958], [-7.015455, 1.498672, -3.920416], [-7.611518, -0.079486, -4.500172], [-5.882628, 0.199406, -4.328770], [-8.606322, 1.110879, -2.013729], [-8.389971, -0.304879, -0.976514], [-8.951095, -0.519060, -2.610501]], "atomic_forces_ev_per_a": [[0.72, 0.11, 1.01], [-0.09, 0.46, 0.54], [-0.49, -2.14, 1.16], [-1.03, 0.15, 1.39], [-0.41, 1.53, -0.54], [-0.89, -0.14, 0.19], [-0.12, 0.38, -0.06], [1.15, -1.24, -0.50], [1.02, -0.15, 0.67], [-1.67, -1.45, 4.68], [0.55, 0.07, 1.95], [0.82, 0.25, -4.89], [-0.39, 1.21, 0.52], [-0.60, -0.02, -1.94], [-1.31, -0.47, 1.86], [1.00, -2.22, -0.98], [-1.88, 0.48, -1.71], [1.56, -0.55, -1.84], [-1.18, 2.16, -1.16], [1.00, 2.36, -0.20], [1.46, -0.76, 1.89], [-2.20, -0.44, -0.01], [-0.78, 0.86, -1.98], [2.56, 0.47, 0.66], [-0.03, -0.65, -2.37], [-2.19, -0.39, 1.46], [0.99, 0.69, 2.08], [0.96, 1.58, -1.47], [1.39, -2.12, -0.35], [0.26, -0.30, 0.28], [-1.98, 0.54, 1.37], [0.17, 0.34, -0.59], [-1.48, -4.92, 4.48], [0.88, 2.47, -2.46], [2.04, -1.34, -0.55], [-0.37, -0.15, -0.52], [0.21, 0.20, 0.14], [0.16, 2.25, -2.78], [0.06, -0.32, -0.49], [-0.33, 0.46, 0.71], [0.16, 0.22, -0.09], [-0.02, -0.13, 0.20], [0.19, -0.09, -0.07], [-0.02, 0.14, -0.05], [-0.04, -0.05, 0.10], [0.10, -0.34, -0.22], [0.01, -0.03, 0.11], [0.12, 0.37, -0.03], [-0.21, 0.14, 0.11], [0.14, 0.06, 0.03], [-0.14, -0.11, 0.24], [-0.41, 0.16, 0.08], [-0.04, 0.03, -0.21], [-0.08, 0.02, 0.11], [0.06, 0.01, 0.10], [-0.08, -0.07, -0.02], [0.22, 0.21, 0.08], [0.41, 0.18, -0.13], [0.24, -0.23, 0.38], [-1.35, 1.60, 1.18], [0.08, 0.01, -0.71], [-1.41, -1.86, 6.41], [0.85, 0.82, -3.39], [1.50, -2.00, -0.12], [-0.53, -0.24, -0.32], [0.26, 0.16, -0.01], [-0.06, 0.77, -3.52], [-0.11, -0.53, -0.31], [-0.04, 0.79, 0.45], [0.18, 0.10, -0.20], [0.00, -0.02, 0.23], [0.14, -0.17, -0.04], [0.03, 0.11, -0.08], [-0.04, 0.02, 0.11], [-0.03, -0.41, -0.05], [0.03, 0.02, 0.10], [0.19, 0.27, -0.22], [-0.13, 0.23, 0.06], [0.16, 0.02, 0.00], [-0.09, 0.05, 0.26], [-0.32, 0.30, 0.05], [-0.09, 0.02, -0.20], [-0.03, 0.10, 0.11], [0.06, 0.03, 0.08], [-0.09, -0.05, 0.03], [0.28, 0.14, -0.06], [0.40, -0.03, -0.24]], "spin_multiplicity": 1, "gap_ha": 0.2392, "smiles": "CC[C@H](Cl)B(CCCI)/C(I)=C(/C)I.CN(C)P(=O)(N(C)C)N(C)C.CN(C)P(=O)(N(C)C)N(C)C", "lumo_energy_ev": -1.3, "e_tot_ev": -91705.775, "charge": 0, "homo_energy_ev": -7.80}

# 3
{"formula": "C31H53F3N3O9P", "method": "ωB97M-V/def2-TZVPD", "symbols": ["C", "O", "C", "C", "C", "C", "P", "O", "O", "O", "C", "O", "C", "C", "N", "C", "C", "C", "O", "C", "F", "F", "F", "C", "O", "H", "H", "H", "H", "H", "H", "H", "H", "H", "H", "H", "H", "H", "H", "H", "H", "H", "C", "C", "C", "C", "C", "C", "N", "O", "C", "C", "C", "H", "H", "H", "H", "H", "H", "H", "H", "H", "H", "H", "H", "H", "H", "H", "H", "H", "H", "C", "C", "C", "C", "C", "C", "N", "O", "C", "C", "C", "H", "H", "H", "H", "H", "H", "H", "H", "H", "H", "H", "H", "H", "H", "H", "H", "H", "H"], "coordinates": [[1.408436, 2.999724, -0.403835], [0.577766, 2.405092, -1.387255], [-0.781064, 2.768315, -1.268773], [-1.593305, 1.820996, -2.086270], [-2.103100, 2.072132, -3.299658], [-1.968212, 3.341594, -4.096772], [-0.435638, 3.620801, -5.023759], [-0.625085, 4.815685, -5.851391], [-0.114793, 2.327907, -5.889116], [0.827452, 3.746781, -4.056662], [-2.915797, 0.967176, -3.902336], [-2.875832, 0.699593, -5.088931], [-3.764254, 0.210606, -2.937488], [-5.093835, -0.247858, -3.450537], [-5.098239, -1.691132, -3.775023], [-3.273776, -0.011566, -1.711097], [-3.988793, -0.728632, -0.613219], [-4.868417, 0.176830, 0.236592], [-5.597494, 1.104991, -0.542114], [-4.081813, 0.927835, 1.344274], [-4.131483, 2.267276, 1.177891], [-4.630641, 0.662741, 2.558638], [-2.786936, 0.577259, 1.404740], [-1.886996, 0.490447, -1.466112], [-1.065809, -0.139889, -0.831880], [2.102982, 3.675391, -0.897531], [2.007520, 2.234413, 0.073419], [0.839921, 3.542844, 0.339514], [-0.945020, 3.804346, -1.562380], [-1.074592, 2.633077, -0.228548], [-2.174364, 4.206123, -3.481036], [-2.724491, 3.322527, -4.870686], [0.635117, 1.867509, -5.492350], [0.637588, 4.382973, -3.365824], [-5.882283, -0.015044, -2.752197], [-5.317299, 0.301299, -4.357484], [-5.229812, -1.821237, -4.762828], [-5.858345, -2.152458, -3.302412], [-3.237738, -1.186715, 0.019103], [-4.608190, -1.507666, -1.030978], [-5.577853, -0.454240, 0.758317], [-6.463849, 1.183620, -0.149842], [-4.517080, -6.270868, 1.568766], [-3.434110, -5.876610, 0.538075], [-2.455859, -7.034460, 0.332914], [-1.477318, -7.226640, 1.490984], [-0.767913, -5.915748, 1.824724], [-1.735367, -4.763427, 2.088790], [-2.720360, -4.640033, 0.975366], [-2.178625, -4.048567, -0.036882], [-2.448116, -4.972170, 3.437629], [-0.957743, -3.459307, 2.227239], [-4.166225, -5.604024, -0.771252], [-4.945097, -5.389020, 2.046011], [-5.333826, -6.798919, 1.078331], [-4.148009, -6.938456, 2.345707], [-1.880811, -6.859224, -0.581624], [-3.025087, -7.952120, 0.170226], [-1.994722, -7.619114, 2.370722], [-0.737398, -7.980322, 1.215946], [-0.125590, -6.049082, 2.697390], [-0.108691, -5.649826, 0.992640], [-3.226879, -4.222473, 3.583766], [-1.730981, -4.867988, 4.251140], [-2.898045, -5.954997, 3.552617], [-0.331337, -3.257342, 1.360931], [-0.306221, -3.518328, 3.098157], [-1.632317, -2.612605, 2.365030], [-4.845160, -4.754976, -0.672585], [-4.752301, -6.480909, -1.043092], [-3.481716, -5.400646, -1.592070], [5.907998, 5.676461, 1.680648], [5.524975, 4.373472, 2.419301], [6.722534, 3.844579, 3.210527], [7.798593, 3.196770, 2.340171], [7.190443, 2.136578, 1.424520], [6.029308, 2.666930, 0.585249], [5.025031, 3.350958, 1.451828], [4.282997, 2.481484, 2.053448], [6.557434, 3.617281, -0.504867], [5.362900, 1.514751, -0.157811], [4.409615, 4.743343, 3.390439], [5.269259, 5.838496, 0.812309], [5.781296, 6.536299, 2.336963], [6.946320, 5.695387, 1.353538], [6.372626, 3.105233, 3.937811], [7.154440, 4.665650, 3.786445], [8.326288, 3.954002, 1.754068], [8.551043, 2.734611, 2.981615], [7.956150, 1.733212, 0.759043], [6.840354, 1.299844, 2.037077], [5.732421, 4.095690, -1.034176], [7.136256, 3.052437, -1.234835], [7.216763, 4.395948, -0.130478], [5.035917, 0.723954, 0.514280], [6.073509, 1.077899, -0.858037], [4.497689, 1.861423, -0.725190], [3.521757, 5.087316, 2.857442], [4.752346, 5.548080, 4.039197], [4.125009, 3.908649, 4.027718]], "atomic_forces_ev_per_a": [[0.30, -0.14, -0.47], [-0.05, 0.09, -0.01], [0.55, -0.68, 0.12], [-0.13, 0.27, -0.48], [0.24, 0.00, 0.37], [0.30, -0.96, 0.22], [-0.43, 1.39, -1.32], [-0.21, 0.03, 0.06], [0.34, -0.04, 0.80], [-0.21, -0.80, 0.06], [0.34, -0.29, -0.44], [-0.34, 0.42, 0.56], [0.01, 0.02, 0.44], [-0.04, -0.73, -0.62], [0.04, 0.24, 0.35], [-0.19, 0.30, -0.53], [0.26, 0.07, -0.27], [-0.08, 0.27, 0.15], [0.33, -0.29, -0.26], [-0.14, 0.37, 0.16], [0.15, -0.51, 0.10], [0.24, 0.09, -0.29], [-0.27, 0.16, 0.13], [0.35, -0.38, 0.17], [-0.52, 0.48, -0.07], [0.09, 0.32, -0.03], [0.01, -0.23, 0.24], [-0.15, 0.12, 0.26], [-0.13, 0.27, -0.07], [-0.22, 0.23, 0.25], [0.13, 0.33, 0.14], [-0.13, 0.12, -0.33], [0.03, -0.38, -0.16], [0.24, 0.22, 0.34], [-0.07, 0.11, 0.40], [-0.01, 0.27, -0.13], [0.06, -0.12, -0.22], [-0.12, -0.14, 0.01], [0.05, -0.34, 0.14], [-0.16, -0.27, -0.12], [0.01, -0.25, 0.32], [-0.35, 0.24, 0.09], [0.06, 0.00, 0.15], [-1.25, -0.50, 0.38], [0.48, -0.05, 0.03], [-0.07, 0.07, 0.01], [0.05, -0.33, -0.33], [-0.11, 0.23, 1.39], [1.34, -0.55, -1.10], [-0.42, 0.44, 0.11], [-0.17, -0.15, -0.03], [0.10, 0.19, -0.33], [0.16, 0.24, -0.27], [0.03, 0.02, 0.00], [0.06, -0.01, -0.13], [0.03, 0.07, 0.01], [-0.03, 0.12, 0.00], [-0.10, 0.03, -0.02], [-0.02, 0.04, 0.01], [-0.01, -0.02, 0.01], [-0.03, 0.08, 0.06], [-0.08, 0.10, -0.04], [0.00, 0.02, -0.03], [0.10, 0.07, -0.06], [-0.01, 0.04, -0.05], [-0.11, 0.00, -0.05], [-0.04, -0.08, 0.08], [-0.01, -0.01, -0.02], [0.01, 0.01, 0.02], [-0.03, -0.07, 0.10], [0.02, 0.11, 0.08], [0.09, -0.03, -0.13], [0.09, 1.39, -0.13], [0.23, -0.43, 0.01], [-0.07, 0.05, -0.04], [0.12, 0.02, 0.45], [0.42, 0.26, -1.30], [0.44, -1.24, 1.29], [-0.42, 0.24, -0.35], [0.04, 0.21, 0.09], [-0.28, -0.21, 0.19], [-0.26, -0.27, 0.11], [0.00, -0.03, -0.01], [-0.03, -0.07, 0.12], [-0.04, -0.05, -0.04], [-0.10, -0.01, -0.06], [-0.07, 0.08, -0.01], [-0.03, 0.00, -0.03], [0.02, 0.01, 0.00], [-0.05, 0.01, -0.10], [-0.12, 0.04, -0.02], [-0.03, -0.01, 0.02], [-0.04, -0.12, 0.02], [-0.06, -0.02, 0.02], [-0.05, 0.09, 0.04], [0.09, 0.08, -0.03], [0.00, 0.02, 0.01], [0.01, -0.01, -0.02], [0.09, 0.07, -0.05], [-0.03, -0.05, -0.12]], "spin_multiplicity": 3, "gap_ha": [0.2833, 0.3146], "lumo_energy_ev": [-0.7, -0.7], "e_tot_ev": -73343.770, "charge": 0, "homo_energy_ev": [-8.42, -9.28]}

Copy entry 1 word for word.
{"formula": "ClFHOPS", "method": "ωB97M-V/def2-TZVPD", "symbols": ["O", "F", "P", "S", "Cl", "H"], "coordinates": [[-0.538826, 0.177924, 0.743530], [-0.797010, -0.305133, -2.165094], [-1.876763, 0.042784, -0.112003], [-3.126717, 1.522970, 0.116827], [-2.221386, -1.783179, 0.161906], [-0.050998, 0.822163, 0.212241]], "atomic_forces_ev_per_a": [[0.08, 0.66, 0.41], [-0.40, 0.37, 0.78], [2.77, 0.52, -3.53], [-1.71, 1.36, 0.94], [-1.46, -3.03, 1.13], [0.72, 0.12, 0.27]], "spin_multiplicity": 3, "gap_ha": [0.3076, 0.2177], "de_lowest_kj_mol": 194.8, "lumo_energy_ev": [0.3, -4.6], "e_tot_ev": -37424.730, "charge": 0, "homo_energy_ev": [-8.04, -10.51]}